18
Properties=species:S:1:pos:R:3 method="wB97M-V/def2-TZVPD" charge=0 smiles=CC(C)CCS homo_lumo_gap_ev=9.9581 de_lowest_ev=0.725 e_tot_ev=-16214.051
C 1.63916 -1.18198 -0.87651
C 0.31791 -0.77265 -0.08694
C -0.84965 -1.01865 -0.94480
C 0.36438 0.81454 0.29952
C -0.92084 1.18133 0.97737
S -0.97295 2.90877 1.57886
H 1.64715 -0.89783 -1.94831
H 2.51051 -0.61710 -0.46794
H 1.65780 -2.31007 -0.97461
H 0.04244 -1.27232 0.82807
H -0.88504 -2.01920 -1.34430
H -1.80093 -0.77579 -0.60915
H -0.87639 -0.45675 -1.88189
H 1.19235 0.98314 1.04202
H 0.65395 1.30719 -0.65310
H -1.82183 1.07303 0.34971
H -1.05488 0.53905 1.86673
H -0.84314 2.51529 2.84528

---

19
Properties=species:S:1:pos:R:3 method="wB97M-V/def2-TZVPD" charge=0 smiles="C=C(N)C[C@@H](C)N" homo_lumo_gap_ev=9.1320 de_lowest_ev=2.011 e_tot_ev=-8358.126
C -1.23380 -0.60155 1.99596
C -0.27574 -0.81208 1.12702
N -0.03558 -2.17923 0.95770
C 0.63138 0.19994 0.56182
C 0.55576 0.29241 -0.97279
C -0.75679 1.12948 -1.37543
N 1.71114 1.07887 -1.46223
H -1.64406 -1.42768 2.64797
H -1.47942 0.40365 2.41727
H -0.91182 -2.69584 1.19321
H 0.34558 -2.53918 0.13707
H 1.62175 -0.05164 0.84684
H 0.48279 1.22803 1.12859
H 0.46375 -0.78270 -1.39513
H -0.79073 2.25413 -1.04912
H -1.07260 1.13004 -2.37570
H -1.56445 0.57540 -0.72917
H 1.56069 2.06470 -1.54319
H 2.39215 0.73327 -2.11069

---

12
Properties=species:S:1:pos:R:3 method="wB97M-V/def2-TZVPD" charge=+1 smiles="N/C(NO)=[NH+]/O" homo_lumo_gap_ev=10.9773 de_lowest_ev=1.250 e_tot_ev=-9688.715
N 0.66530 -1.34548 -0.84749
C 0.00367 -0.37223 -0.19363
N -0.38712 0.81391 -0.67456
O -0.66611 1.10981 -2.00583
N -0.21298 -0.44951 1.33336
O -0.00652 0.76283 1.99591
H 0.76725 -1.54838 -1.81865
H 1.09241 -1.97285 -0.05158
H -1.15322 1.27995 -0.08140
H -0.12200 1.98553 -2.25847
H 0.49855 -1.09778 1.75313
H -0.47923 0.83421 2.84921

---

172
Properties=species:S:1:pos:R:3 method="wB97M-V/def2-TZVPD" charge=+7 homo_lumo_gap_ev=0.6552 e_tot_ev=-76581.668
C -5.48157 -0.42309 0.01983
C -6.17864 0.70154 -1.86487
O -5.51533 0.63725 -0.87815
H -4.72345 -1.03300 -0.53145
H -6.45272 -0.92515 0.10555
H -5.39973 -0.12278 1.03103
H -7.30531 -9.32281 0.21374
H -5.77763 1.67097 -1.99763
C -7.03760 6.00984 -8.30369
C -8.28332 6.84422 -8.18296
N -9.39065 6.02520 -8.08289
C -9.69835 5.12315 -7.09069
C -10.86187 4.48507 -7.44880
N -11.18188 4.94955 -8.65228
C -10.27397 5.87195 -9.06761
C -12.31814 4.42005 -9.41657
H -7.12007 5.42288 -9.22713
H -6.82383 5.32375 -7.49628
H -6.16324 6.67930 -8.37654
H -8.35338 7.48754 -9.08435
H -8.27464 7.55485 -7.34304
H -9.08118 5.03952 -6.15826
H -11.34964 3.63307 -6.93217
H -10.19161 6.38103 -9.99360
H -11.89841 3.79481 -10.26616
H -12.94236 5.22203 -9.73294
H -12.81155 3.67502 -8.78990
C -6.76514 7.27318 4.87351
C -7.65976 6.19894 5.42408
N -8.38583 6.65520 6.60599
C -7.76356 6.82580 7.86196
C -8.70930 7.25883 8.70750
N -9.94205 7.21606 8.05819
C -9.68765 6.98097 6.76077
C -11.26293 7.62004 8.56313
H -6.16598 6.85511 4.02365
H -6.11201 7.78861 5.62367
H -7.39788 8.08745 4.48698
H -7.09846 5.29830 5.64211
H -8.41758 6.00176 4.72262
H -6.72201 6.61902 8.01136
H -8.60810 7.47996 9.74265
H -10.51964 6.99924 6.03618
H -11.89486 6.74746 8.87049
H -11.82533 8.14155 7.83814
H -11.02533 8.27663 9.39888
C 8.26220 -6.83608 -7.64230
N 6.99246 -6.88822 -6.81719
C 6.27777 -5.62505 -7.08958
C 6.25562 -8.11909 -7.21416
C 7.50006 -6.94265 -5.41795
C 6.48821 -7.25572 -4.33488
O 6.05832 -8.58920 -4.37662
H 8.77706 -5.89964 -7.33844
H 7.95872 -6.75827 -8.69733
H 8.90611 -7.73065 -7.45080
H 6.39260 -4.82306 -6.32430
H 5.22180 -5.95864 -7.12367
H 6.63863 -5.32775 -8.11667
H 6.99768 -8.94126 -7.27251
H 5.77050 -7.91135 -8.15574
H 5.50885 -8.23054 -6.41597
H 7.99467 -6.01014 -5.18093
H 8.24090 -7.71086 -5.38651
H 5.59360 -6.65536 -4.39614
H 6.97442 -7.02756 -3.35346
H 5.37667 -8.62878 -3.64202
C 7.51266 4.47558 -6.83716
N 8.03669 5.76089 -6.32953
C 8.33059 5.66306 -4.86656
C 9.29192 6.07002 -7.12379
C 6.95632 6.85577 -6.61132
C 6.25433 6.91290 -7.96284
O 5.41188 5.74871 -8.19503
H 6.50821 4.23920 -6.50096
H 8.24774 3.67240 -6.60440
H 7.54025 4.39856 -7.91185
H 8.58082 6.59253 -4.41263
H 9.14135 4.90634 -4.74707
H 7.34189 5.37369 -4.48190
H 9.80101 6.97723 -6.73366
H 9.10079 6.22264 -8.21450
H 9.98243 5.20478 -7.03183
H 7.45551 7.79326 -6.40866
H 6.17141 6.59639 -5.85862
H 6.94281 7.08642 -8.82077
H 5.68259 7.88631 -7.90694
H 4.53843 6.13254 -8.32445
C 6.88907 4.97920 10.67016
N 5.77363 5.59418 9.85076
C 4.50717 4.99499 10.39742
C 5.69771 7.07270 10.01277
C 6.05658 5.25440 8.35571
C 4.81999 5.22712 7.50017
O 4.08865 3.99685 7.68069
H 7.77421 5.44031 10.35887
H 6.87979 3.90468 10.47414
H 6.76816 5.22504 11.72509
H 4.51435 3.93764 10.11569
H 3.62443 5.47339 9.98115
H 4.54708 5.17067 11.47045
H 5.53298 7.19247 11.09819
H 4.94247 7.60565 9.43235
H 6.67125 7.43760 9.69634
H 6.64825 4.31677 8.28361
H 6.67902 6.04523 7.94941
H 5.15958 5.25780 6.44936
H 4.22944 6.08665 7.67481
H 3.24964 4.05840 7.19573
C -2.75884 -5.73285 9.13218
N -3.51795 -6.61346 8.14713
C -4.28258 -7.65205 8.90840
C -4.59728 -5.79293 7.46023
C -2.61306 -7.36571 7.07497
C -1.61474 -6.44756 6.35197
O -1.50827 -6.80549 4.97715
H -2.19970 -6.44525 9.77135
H -3.50634 -5.29694 9.76653
H -2.08352 -4.97511 8.73500
H -3.54422 -8.22415 9.50509
H -4.80259 -8.35977 8.20789
H -4.92925 -7.19304 9.59482
H -5.22305 -6.36373 6.75593
H -4.14270 -5.00401 6.92594
H -5.18542 -5.27838 8.26504
H -3.17966 -7.59301 6.22675
H -2.07516 -8.19465 7.44271
H -0.52777 -6.65520 6.62618
H -2.06905 -5.48293 6.50650
H -0.64919 -7.36522 4.92595
C 9.80855 -1.20616 2.69249
N 8.58843 -1.34634 1.86055
C 7.42798 -0.94733 2.74166
C 8.81263 -0.37114 0.76693
C 8.54266 -2.76592 1.33687
C 7.27426 -3.17361 0.62231
O 6.86572 -2.44474 -0.49069
H 9.67132 -1.88553 3.52724
H 10.00242 -0.17078 3.00146
H 10.67719 -1.53476 2.10272
H 7.73045 0.01414 3.11271
H 7.48414 -1.57237 3.60015
H 6.47299 -0.97330 2.31281
H 7.97128 -0.36579 0.07521
H 9.72568 -0.68038 0.22357
H 8.96841 0.56279 1.26293
H 8.69496 -3.50514 2.12106
H 9.39719 -2.87965 0.67650
H 6.49865 -3.45103 1.31375
H 7.54601 -4.22146 0.28632
H 6.15559 -1.71324 -0.24270
C -6.24473 -8.43827 -5.20742
N -5.95280 -7.21072 -4.45635
C -4.55998 -6.94178 -4.49278
C -6.67189 -6.15821 -5.15649
C -6.48328 -7.47648 -3.07314
C -6.67105 -6.31239 -2.18486
O -7.73613 -5.43538 -2.49922
H -6.05232 -8.28100 -6.31283
H -7.25242 -8.86306 -5.06503
H -5.54324 -9.18125 -4.78207
H -4.05507 -7.83366 -4.04767
H -4.31206 -5.98457 -4.05100
H -4.26393 -6.89152 -5.51074
H -6.45668 -5.15553 -4.86722
H -7.73455 -6.38594 -5.13897
H -6.33961 -6.12339 -6.18404
H -5.76350 -8.12917 -2.61168
H -7.41730 -8.01126 -3.17344
H -5.78468 -5.69626 -2.36703
H -6.62343 -6.54500 -1.14959
H -8.60388 -5.89290 -2.32531

---

15
Properties=species:S:1:pos:R:3 method="wB97M-V/def2-TZVPD" charge=0 homo_lumo_gap_ev=7.9149 de_lowest_ev=4.701 e_tot_ev=-7827.619
C -0.31225 0.41932 -1.63370
C 0.43890 1.30194 -0.83372
C 0.13363 1.47421 0.54434
C 0.02120 0.27403 1.31529
N -0.26464 0.44817 2.64923
O 0.11211 -0.88609 0.90358
H -0.14865 0.34786 -2.68968
H -1.26765 0.06873 -1.34458
H 0.65675 -0.06826 -1.06331
H 1.18931 1.92926 -1.28097
H 0.76378 -4.41010 -1.72029
H 0.05880 -4.17884 -1.81367
H -0.10334 2.42922 0.96185
H -0.77377 1.27074 2.91139
H -0.50418 -0.42018 3.09423

---

33
Properties=species:S:1:pos:R:3 method="wB97M-V/def2-TZVPD" charge=-1 homo_lumo_gap_ev=7.5173 e_tot_ev=-38753.818
Mg 0.40092 0.17913 1.92289
C 3.41168 -0.61825 -0.95972
C 2.20708 -0.82283 -0.07484
O 1.79964 0.21505 0.56399
C 1.64095 -2.07997 0.03142
C 0.50534 -2.28531 0.89444
C 0.50478 -3.45146 1.84244
N -0.53635 -1.49763 0.95643
N -0.77598 -0.68803 -0.17383
C -1.14451 0.53927 0.05971
O -1.06639 1.17256 1.19092
C -1.65996 1.29954 -1.12627
C -1.79757 2.67989 -1.03961
C -2.27044 3.41094 -2.12249
C -2.61599 2.76505 -3.30186
C -2.48599 1.38318 -3.39015
C -2.01016 0.65555 -2.30977
H 4.00713 0.21067 -0.57975
H 4.02387 -1.51915 -1.01933
H 3.07707 -0.36633 -1.96905
H 2.19368 -2.93659 -0.33398
H 0.49128 -4.37687 1.25756
H 1.40129 -3.46247 2.46341
H -0.37708 -3.41765 2.47897
H -1.53032 3.15928 -0.10723
H -2.36880 4.48746 -2.04630
H -2.98608 3.33339 -4.14685
H -2.75736 0.87290 -4.30661
H -1.89358 -0.41879 -2.36176
Cl 0.50494 -1.10572 4.83227
C 0.66273 0.56435 4.00993
H 1.59148 0.96508 4.42024
H -0.14731 1.15375 4.44477